(1)
This record from OMol25 describes one molecule with the formula C3H3NO. The level of theory is ωB97M-V with the def2-TZVPD basis set.

For the HOMO-LUMO gap, the calculation gives 11.380 eV. The LUMO energy is 0.567 eV. As for the total charge: 0. As for the relative energy (zero: lowest compared OMol25 entry of this formula, charge and spin): 0.3060 eV. Its SMILES is N#CCC=O.

Positions of all 8 atoms, in Å:
N1 -2.300 -1.034 -0.020
C1 -1.367 -0.361 -0.014
C2 -0.194 0.510 0.016
C3 1.110 -0.290 -0.057
O1 1.128 -1.486 0.018
H1 -0.166 1.087 0.963
H2 -0.235 1.223 -0.819
H3 2.023 0.352 -0.087

(2)
This record from OMol25 describes a 3-piece molecular cluster, C29H31N4O3PS2 overall. The level of theory is ωB97M-V with the def2-TZVPD basis set.

For the HOMO-LUMO gap, the calculation gives 7.495 eV. The LUMO energy is -1.400 eV. As for the total charge: 0. Its SMILES is O=C1C=C([PH2]=S)C(=O)c2c(CCCCCCCSc3nnco3)cccc21.c1ccncc1.c1ccncc1.

Positions of all 70 atoms, in Å:
O1 5.414 -1.437 -1.020
C1 4.773 -0.535 -0.513
C2 5.458 0.587 0.217
C3 4.847 1.752 0.367
P1 5.622 3.191 1.209
S1 6.278 2.802 2.993
C4 3.432 1.935 -0.164
O2 3.027 3.072 -0.321
C5 2.598 0.712 -0.444
C6 1.207 0.749 -0.526
C7 0.398 2.040 -0.296
C8 0.404 2.354 1.242
C9 -0.104 1.152 2.063
C10 -0.968 1.499 3.335
C11 -2.295 0.719 3.215
C12 -3.356 1.503 2.384
C13 -3.534 0.974 0.928
S2 -3.437 2.442 -0.201
C14 -4.894 2.399 -1.188
N1 -5.825 3.272 -1.072
N2 -6.761 2.938 -2.034
C15 -6.339 1.898 -2.632
O3 -5.144 1.475 -2.147
C16 0.534 -0.437 -0.834
C17 1.196 -1.643 -1.027
C18 2.572 -1.651 -0.899
C19 3.269 -0.510 -0.633
H1 6.461 0.399 0.604
H2 4.655 4.217 1.231
H3 6.620 3.654 0.314
H4 0.818 2.874 -0.860
H5 -0.624 1.854 -0.654
H6 1.468 2.477 1.486
H7 -0.091 3.303 1.478
H8 0.779 0.595 2.403
H9 -0.696 0.479 1.434
H10 -0.461 1.101 4.223
H11 -1.144 2.577 3.398
H12 -2.725 0.463 4.194
H13 -2.134 -0.241 2.706
H14 -4.340 1.460 2.863
H15 -3.063 2.559 2.333
H16 -4.539 0.569 0.769
H17 -2.773 0.246 0.638
H18 -6.879 1.430 -3.442
H19 -0.550 -0.362 -0.911
H20 0.607 -2.527 -1.247
H21 3.090 -2.600 -1.019
C20 0.997 -4.909 3.035
C21 1.733 -3.803 2.643
C22 1.120 -2.559 2.674
N3 -0.142 -2.373 3.052
C23 -0.837 -3.447 3.427
C24 -0.317 -4.731 3.440
H22 1.441 -5.896 3.027
H23 2.762 -3.901 2.321
H24 1.654 -1.660 2.381
H25 -1.862 -3.258 3.726
H26 -0.924 -5.569 3.754
C25 -0.870 -1.101 -6.356
C26 -1.451 -2.274 -5.904
C27 -1.307 -2.605 -4.566
N4 -0.637 -1.861 -3.684
C28 -0.083 -0.736 -4.141
C29 -0.171 -0.313 -5.459
H27 -0.961 -0.806 -7.394
H28 -2.005 -2.919 -6.573
H29 -1.748 -3.512 -4.168
H30 0.459 -0.152 -3.406
H31 0.297 0.611 -5.771

(3)
This record from OMol25 describes one molecule with the formula C6H5N3O2. The level of theory is ωB97M-V with the def2-TZVPD basis set.

For the HOMO-LUMO gap, the calculation gives 9.445 eV. The LUMO energy is -0.765 eV. As for the total charge: 0. As for the relative energy (zero: lowest compared OMol25 entry of this formula, charge and spin): 6.0122 eV. Its SMILES is CC#CC1([N+](=O)[O-])N=CC=N1.

Positions of all 16 atoms, in Å:
C1 -1.888 1.504 -0.074
C2 -0.583 0.929 -0.232
C3 0.558 0.637 -0.342
C4 1.843 0.067 -0.144
N1 2.686 1.224 0.530
O1 3.227 0.961 1.591
O2 2.642 2.257 -0.046
N2 2.642 -0.285 -1.322
C5 3.008 -1.506 -1.155
C6 2.437 -1.985 0.123
N3 1.754 -1.064 0.689
H1 -2.010 2.432 -0.601
H2 -1.872 1.821 0.965
H3 -2.691 0.822 -0.277
H4 3.748 -1.770 -1.844
H5 2.477 -3.014 0.394

Q: total charge of number 2 (C29H31N4O3PS2)?
A: 0